(1)
Computed, not measured: 6 unconnected molecules or ions with the total composition C4H21N2O7, with ωB97M-V with the def2-TZVPD basis set.

- Kohn-Sham gap (eV) = 10.153
- charge = +1
- electronic energy (a.u.) = -800.9083
- energy above the lowest of the compared OMol25 structures with the same formula, charge and spin (eV) = 3.764

Atoms and positions in Å:
N 0.5869 -1.2646 0.0037
C 2.0870 -1.5791 0.0862
C 2.6998 -0.8281 1.2812
N 2.2332 0.6280 1.5107
C 2.5531 1.6717 0.6864
C 1.1556 2.0695 -0.0206
O 1.2430 3.3713 -0.1431
O 0.3007 1.3382 -0.4339
H 0.4571 -0.2554 -0.2100
H -0.1077 -1.8634 -0.6120
H 0.2033 -1.2884 0.9336
H 2.4925 -1.2036 -0.8389
H 2.2801 -2.7508 0.2347
H 3.7188 -0.6496 0.9650
H 2.3463 -1.4417 2.1120
H 2.3162 0.8170 2.5001
H 3.0142 2.6423 1.1461
H 3.2467 1.3599 -0.2612
H 0.4271 3.7659 -0.6222
H -3.1885 -0.1718 1.0117
H -3.6221 -1.6459 0.6266
O -3.0037 -0.9954 0.4087
H -1.3801 -3.5513 1.6804
H -1.9539 -2.1633 1.0953
O -1.1810 -2.8489 1.0463
H -1.4246 1.1905 -3.2617
H -0.9143 1.3224 -1.7595
O -1.5497 1.6313 -2.4094
H -2.4071 -1.2373 -1.8754
H -2.4825 -0.4196 -3.2179
O -2.1065 -1.1381 -2.7851
H -2.1971 1.5370 -0.2204
H -3.1922 2.4083 0.8084
O -2.6505 1.5429 0.5343

Atom charges from the natural (NBO) analysis, given in e for atoms 1 to 8:
1 N -0.7310
2 C -0.2293
3 C -0.2437
4 N -0.6755
5 C -0.3178
6 C 0.8504
7 O -0.6433
8 O -0.6828

(2)
Computed, not measured: C5H10N2O in the gas phase, with ωB97M-V with the def2-TZVPD basis set.

- Kohn-Sham gap (spin up / spin down) (eV) = 8.195 / 8.192
- electronic energy (a.u.) = -381.1259
- energy above the lowest of the compared OMol25 structures with the same formula, charge and spin (eV) = 4.342

Atoms and positions in Å:
C -1.4893 -0.3621 1.4982
C 0.1348 0.4977 -1.9104
N 0.1440 -1.6606 -0.7466
C -0.6910 0.3709 0.4763
C -0.1104 -0.3098 -0.6570
C 1.2788 -0.2959 0.4190
O -0.8563 1.7145 0.4823
N 2.2762 0.3906 0.0527
H -0.2288 2.1248 -0.1312
H -0.3015 -2.1718 0.0163
H 3.1108 0.2008 0.6000
H 1.1969 -0.9238 1.3026
H -2.2894 -0.9276 1.0102
H -0.8832 -1.0919 2.0411
H -1.9165 0.3369 2.2139
H 0.6472 1.4461 -1.7377
H -0.8244 0.7280 -2.3763
H 0.8020 -0.0668 -2.5536

Atom charges from the natural (NBO) analysis, given in e for atoms 1 to 8:
1 C -0.6744
2 C -0.6323
3 N -0.7320
4 C 0.3891
5 C 0.0819
6 C 0.2019
7 O -0.6585
8 N -0.7618

(3)
Computed, not measured: a molecular structure, C2H3ErO2, with ωB97M-V with the def2-TZVPD basis set.

- Kohn-Sham gap (spin up / spin down) (eV) = 5.232 / 6.236
- multiplicity = 5
- charge = +1
- electronic energy (a.u.) = -1243.0114
- energy above the lowest of the compared OMol25 structures with the same formula, charge and spin (eV) = 3.324

Atoms and positions in Å:
O 0.8365 -0.4718 0.6396
C -0.0295 -0.2350 -0.7816
O 0.4710 -0.1034 -1.9534
C 1.0129 1.1703 -2.3994
H 0.2751 1.6813 -3.0262
H 1.3002 1.7694 -1.5281
H 1.8932 0.9158 -2.9958
Er -1.2083 0.0608 1.5274

Charges computed using natural (NBO), reported in e:
1 O -0.8816
2 C 0.2326
3 O -0.4831
4 C -0.2621
5 H 0.2073
6 H 0.1985
7 H 0.2233
8 Er 1.7651

(4)
Computed, not measured: a molecular structure, C37H30BrFNO3PPdS, with ωB97M-V with the def2-TZVPD basis set.

- Kohn-Sham gap (eV) = 7.832
- electronic energy (a.u.) = -5249.7107
- energy above the lowest of the compared OMol25 structures with the same formula, charge and spin (eV) = 1.182

Atoms and positions in Å:
Pd -0.6257 -0.1771 -1.3519
O -3.5197 -1.0960 1.5346
C -2.4488 -0.5461 1.3290
O -2.0025 -0.1207 0.2125
C -1.5119 -0.2671 2.4919
C -2.0412 -0.3187 3.7786
C -1.2570 -0.0310 4.8811
C 0.0845 0.2855 4.7082
C 0.6319 0.3039 3.4366
C -0.1563 0.0375 2.3159
P 0.6679 -0.0382 0.6810
C 1.9731 1.2434 0.7401
C 3.2004 1.0870 1.3856
C 4.1121 2.1306 1.4280
C 3.8144 3.3436 0.8186
C 2.6097 3.5006 0.1501
C 1.6987 2.4535 0.1101
C 1.6426 -1.5855 0.8333
C 2.7377 -1.8040 -0.0039
C 3.4219 -3.0086 0.0324
C 3.0146 -4.0190 0.8960
C 1.9246 -3.8136 1.7266
C 1.2428 -2.6022 1.6971
H -3.0845 -0.5882 3.8760
H -1.6851 -0.0553 5.8754
H 0.7095 0.5092 5.5634
H 1.6844 0.5272 3.3235
H 3.4596 0.1362 1.8357
H 5.0589 1.9956 1.9354
H 4.5246 4.1594 0.8590
H 2.3827 4.4328 -0.3516
H 0.7657 2.5667 -0.4304
H 3.0570 -1.0277 -0.6879
H 4.2755 -3.1594 -0.6168
H 3.5506 -4.9591 0.9241
H 1.6016 -4.5945 2.4031
H 0.3940 -2.4526 2.3538
Br -0.6329 -7.0125 -1.8623
C -0.9207 -5.1530 -1.8377
C -0.7546 -4.4133 -2.9943
C -0.9588 -3.0465 -2.9163
N -1.2953 -2.4110 -1.7920
C -1.4854 -3.1519 -0.7000
C -1.3067 -4.5268 -0.6696
H -0.4753 -4.8773 -3.9292
H -0.8431 -2.4282 -3.7980
H -1.8189 -2.6228 0.1831
H -1.4679 -5.0793 0.2448
F 4.0915 0.4469 -5.0668
C 3.0177 0.2799 -4.2605
C 2.7412 -0.9770 -3.7687
C 1.6461 -1.1368 -2.9219
C 0.8375 -0.0576 -2.5870
C 1.1465 1.1960 -3.1120
C 2.2374 1.3757 -3.9548
H 3.3785 -1.8106 -4.0359
H 1.4488 -2.1199 -2.5139
H 0.5287 2.0547 -2.8768
H 2.4862 2.3453 -4.3661
C -1.9689 3.8623 -2.1621
S -1.8935 2.2350 -1.4082
O -2.5166 1.3020 -2.4151
C -3.0775 2.5682 -0.1182
C -4.4000 2.2130 -0.3050
C -5.2998 2.4330 0.7294
C -4.8679 2.9894 1.9254
C -3.5314 3.3311 2.0988
C -2.6242 3.1159 1.0719
H -2.9877 4.0159 -2.5193
H -1.2675 3.8756 -2.9957
H -1.7019 4.6137 -1.4189
H -4.6997 1.7385 -1.2307
H -6.3370 2.1506 0.6069
H -5.5707 3.1398 2.7346
H -3.1919 3.7447 3.0396
H -1.5728 3.3494 1.2080

Atom charges from the Mulliken analysis, given in e for atoms 1 to 8:
1 Pd 0.2679
2 O -0.7771
3 C -0.4702
4 O -0.1860
5 C 0.8877
6 C -0.8142
7 C -0.7824
8 C -0.7314

- energy above the lowest of the compared OMol25 structures with the same formula, charge and spin of number 4 (C37H30BrFNO3PPdS)?
  1.182 eV